The following is a DFT calculation (the ωB97M-V functional and the def2-TZVPD basis) of a structure of composition C36H34FMoN6OP2.

Calculated values
- energy (eV) = -72001.0070
- net charge = +3
- energy relative to the best compared isomer or geometry (same formula, charge and spin) (eV) = 0.000
- LUMO (alpha / beta) (hartree) = -0.362 / -0.364
- HOMO level (alpha / beta) (eV) = -15.82 / -15.83
- Kohn-Sham gap (alpha / beta) (Ha) = 0.21918 / 0.21710
- 2S+1 = 3

Each line ends with the Löwdin charge.
Atoms and positions in Å:
Mo 0.1490 0.3843 0.1044  1.4755
C 3.0841 0.5624 3.6232  -0.0612
N 2.1567 0.5577 2.4727  -0.4399
P 2.5267 0.3132 0.8512  0.9199
C 2.1685 1.7936 -0.0739  -0.4731
C 1.9308 1.6198 -1.4602  -0.1393
C 1.5563 2.7100 -2.2360  -0.0233
C 1.4624 3.9662 -1.6509  0.0085
C 1.7263 4.1519 -0.2944  -0.0069
C 2.0569 3.0731 0.4982  -0.0528
C 4.1608 -0.2865 0.5673  -0.3391
C 4.4953 -1.5922 0.9517  -0.0771
C 5.7971 -2.0283 0.8028  -0.0344
C 6.7575 -1.1716 0.2706  -0.0114
C 6.4247 0.1201 -0.1145  -0.0286
C 5.1246 0.5725 0.0289  -0.0557
P 0.5325 0.0516 2.5171  0.9219
C 0.4825 -1.6059 3.1884  -0.3399
C 0.0400 -1.8441 4.4930  -0.0586
C 0.1377 -3.1176 5.0328  -0.0255
C 0.6851 -4.1508 4.2848  -0.0213
C 1.1425 -3.9154 2.9922  -0.0490
C 1.0414 -2.6495 2.4441  -0.1328
C -0.4324 1.1750 3.5123  -0.3580
C 0.0693 2.4269 3.8632  -0.0726
C -0.7232 3.3127 4.5760  -0.0301
C -2.0177 2.9592 4.9293  -0.0209
C -2.5227 1.7109 4.5823  -0.0410
C -1.7353 0.8175 3.8773  -0.1253
H 3.8184 1.3556 3.4992  0.0987
H 3.5898 -0.3976 3.7186  0.0910
H 2.5100 0.7558 4.5279  0.0930
H 2.0971 0.6493 -1.9253  0.1171
H 1.3684 2.5857 -3.2937  0.1301
H 1.1877 4.8174 -2.2599  0.1356
H 1.6616 5.1441 0.1306  0.1342
H 2.2127 3.1988 1.5619  0.1115
H 3.7471 -2.2552 1.3702  0.0960
H 6.0706 -3.0320 1.0965  0.1253
H 7.7765 -1.5162 0.1563  0.1305
H 7.1809 0.7751 -0.5244  0.1282
H 4.8649 1.5801 -0.2702  0.1145
H -0.3572 -1.0401 5.0975  0.1103
H -0.2014 -3.2985 6.0435  0.1285
H 0.7645 -5.1414 4.7119  0.1285
H 1.5819 -4.7218 2.4201  0.1209
H 1.4007 -2.4712 1.4351  0.0687
H 1.0793 2.7121 3.5976  0.0951
H -0.3277 4.2769 4.8638  0.1257
H -2.6315 3.6519 5.4887  0.1278
H -3.5229 1.4284 4.8825  0.1238
H -2.1224 -0.1705 3.6519  0.1086
N -10.2866 1.2094 2.2490  0.2097
C -9.2394 0.9775 1.8415  -0.1581
C -7.9267 0.7020 1.3384  -0.1986
C -7.6932 -0.4459 0.5849  0.0161
C -6.4198 -0.7105 0.1107  0.0096
C -5.3994 0.1858 0.3914  -0.1862
C -5.6184 1.3427 1.1268  0.0026
C -6.8907 1.5961 1.6081  0.0091
N -4.0808 -0.0849 -0.0989  0.0153
C -3.7574 -0.5872 -1.3403  0.0158
C -2.4046 -0.6587 -1.3849  -0.1012
N -1.8939 -0.2152 -0.1764  -0.1206
C -2.9447 0.1289 0.5669  -0.0989
H -8.5041 -1.1306 0.3806  0.1383
H -6.2288 -1.6159 -0.4498  0.1246
H -4.8245 2.0614 1.2857  0.1223
H -7.0944 2.4945 2.1735  0.1349
H -4.5094 -0.7990 -2.0798  0.1478
H -1.7771 -0.9793 -2.1991  0.1159
H -2.9054 0.5513 1.5566  0.1238
F -0.6608 2.0695 0.3577  -0.4361
N 0.3839 -3.2739 -2.1513  0.2356
C -0.0176 -2.6291 -1.0586  -0.6077
N -0.8901 -3.2092 -0.2335  0.2320
O 0.4488 -1.4658 -0.8295  -0.2324
H 0.0482 -4.1904 -2.3994  0.1420
H 1.0241 -2.8136 -2.7777  0.1398
H -1.2215 -4.1486 -0.3829  0.1437
H -1.1251 -2.7544 0.6330  0.1092